DFT (ωB97M-V/def2-TZVPD) results for a cluster of 11 separate species, C50H118N4O11 in total at a distorted geometry.

The value obtained for the HOMO-LUMO gap is 0.29824 Eh. The SMILES is CC1(C)CCCC(C)(C)N1O.CC1(C)CCCC(C)(C)N1O.CC1(C)CCCC(C)(C)N1O.CC1(C)CCCC(C)(C)N1O.CCO.CCO.CCO.CCO.CCO.CCO.CCO. For the total energy, the calculation gives -82236.013 eV. As for the molecular weight: 951.511 g mol⁻¹. The value obtained for the highest occupied orbital energy is -8.059 eV. For the energy relative to the best compared isomer or geometry (same formula, charge and spin), the calculation gives 4.049 eV.

Structure (ORCA input):
```
! RIJCOSX wB97M-V def2-TZVPD def2/J DEFGRID3
* xyz 0 1
C 2.672 -4.599 -5.753
C 3.512 -5.030 -7.029
C 4.440 -6.175 -6.701
C 2.606 -5.604 -8.114
C 1.764 -4.610 -8.892
C 2.691 -3.583 -9.479
C 3.666 -2.948 -8.445
C 4.791 -2.200 -9.246
C 2.752 -1.996 -7.582
N 4.334 -3.975 -7.674
O 5.333 -3.529 -6.839
H 2.613 -5.404 -5.021
H 3.088 -3.788 -5.155
H 1.647 -4.321 -6.000
H 3.890 -7.064 -6.389
H 5.070 -6.458 -7.544
H 5.125 -5.940 -5.887
H 3.310 -6.062 -8.809
H 1.902 -6.319 -7.688
H 1.389 -5.149 -9.762
H 0.915 -4.190 -8.354
H 2.136 -2.879 -10.100
H 3.299 -4.047 -10.256
H 5.374 -1.561 -8.584
H 4.416 -1.450 -9.943
H 5.502 -2.838 -9.771
H 2.542 -1.042 -8.067
H 3.199 -1.751 -6.619
H 1.832 -2.526 -7.337
H 4.870 -3.057 -6.143
C 9.109 2.419 -4.904
C 8.884 2.665 -3.352
C 9.345 1.353 -2.701
C 9.775 3.756 -2.755
C 9.296 5.188 -3.122
C 7.848 5.400 -2.601
C 6.868 4.266 -3.084
C 5.583 4.251 -2.189
C 6.465 4.539 -4.589
N 7.499 2.903 -2.945
O 6.660 1.782 -3.223
H 10.179 2.235 -5.006
H 8.547 1.552 -5.250
H 8.943 3.263 -5.573
H 9.408 1.306 -1.614
H 8.723 0.493 -2.948
H 10.358 1.084 -3.003
H 10.031 3.680 -1.698
H 10.730 3.720 -3.278
H 9.879 5.970 -2.636
H 9.371 5.283 -4.206
H 7.499 6.247 -3.191
H 7.625 5.727 -1.585
H 5.151 5.236 -2.013
H 5.889 3.803 -1.244
H 4.801 3.585 -2.553
H 5.749 5.357 -4.668
H 5.939 3.703 -5.052
H 7.329 4.714 -5.230
H 6.637 1.342 -2.370
C -0.588 10.927 6.396
C 0.646 9.984 6.729
C 1.695 10.850 7.412
C 0.031 8.968 7.743
C -0.802 7.821 7.174
C 0.115 7.062 6.193
C 0.622 8.021 5.031
C 1.738 7.172 4.354
C -0.520 8.347 4.039
N 1.282 9.230 5.638
O 1.747 10.065 4.688
H -1.508 10.369 6.223
H -0.843 11.496 7.290
H -0.495 11.653 5.587
H 1.220 11.498 8.149
H 2.408 10.219 7.941
H 2.430 11.368 6.796
H 0.804 8.495 8.349
H -0.686 9.449 8.408
H -1.091 7.076 7.916
H -1.720 8.247 6.768
H -0.268 6.155 5.726
H 0.964 6.690 6.767
H 2.479 6.778 5.050
H 2.277 7.862 3.705
H 1.307 6.409 3.706
H -1.266 8.986 4.511
H -0.979 7.399 3.757
H -0.215 8.726 3.064
H 2.672 9.810 4.658
C -7.108 -6.519 0.343
C -8.646 -6.405 0.733
C -9.502 -7.389 -0.124
C -8.730 -6.789 2.243
C -10.056 -6.371 2.982
C -10.238 -4.763 2.871
C -10.155 -4.276 1.400
C -11.548 -4.557 0.713
C -10.011 -2.734 1.475
N -9.068 -4.952 0.655
O -9.033 -4.556 -0.661
H -6.998 -6.115 -0.663
H -6.452 -5.852 0.903
H -6.624 -7.488 0.463
H -9.544 -7.073 -1.167
H -9.027 -8.370 -0.117
H -10.547 -7.461 0.176
H -8.572 -7.863 2.332
H -7.872 -6.385 2.782
H -10.808 -6.885 2.383
H -10.011 -6.787 3.989
H -9.584 -4.224 3.556
H -11.215 -4.590 3.324
H -12.371 -4.352 1.397
H -11.761 -5.612 0.538
H -11.639 -3.958 -0.194
H -8.981 -2.547 1.778
H -10.522 -2.302 2.335
H -10.266 -2.176 0.573
H -8.133 -4.225 -0.696
C 7.739 -3.889 1.277
C 6.267 -3.499 1.121
O 5.958 -2.171 1.016
H 8.230 -3.656 0.332
H 7.734 -4.966 1.447
H 8.111 -3.330 2.135
H 5.651 -3.938 1.906
H 5.951 -3.898 0.158
H 6.560 -1.763 1.643
C -0.800 0.549 0.909
C -0.664 -0.999 0.818
O 0.303 -1.546 1.709
H -1.762 0.913 0.549
H -0.087 1.089 0.287
H -0.698 0.921 1.929
H -0.443 -1.344 -0.192
H -1.657 -1.353 1.095
H 1.180 -1.292 1.410
C -5.475 -0.442 6.373
C -5.672 -1.566 7.366
O -4.438 -1.875 8.007
H -5.060 0.431 6.877
H -6.386 -0.111 5.877
H -4.814 -0.757 5.566
H -5.962 -2.510 6.906
H -6.317 -1.400 8.228
H -3.818 -2.204 7.351
C -4.364 -2.440 -4.964
C -5.669 -1.690 -5.067
O -5.926 -1.027 -3.846
H -3.606 -1.660 -4.892
H -4.109 -3.122 -5.775
H -4.295 -3.127 -4.121
H -6.537 -2.320 -5.257
H -5.478 -0.982 -5.873
H -5.358 -0.253 -3.823
C -2.192 -6.963 6.029
C -2.056 -5.826 4.998
O -1.601 -4.680 5.693
H -2.346 -7.917 5.525
H -3.051 -6.753 6.667
H -1.309 -7.088 6.655
H -3.006 -5.632 4.500
H -1.319 -6.256 4.320
H -1.157 -4.114 5.057
C 1.258 0.256 8.132
C 1.065 -0.633 9.418
O -0.010 -0.149 10.249
H 0.332 0.194 7.561
H 1.981 -0.280 7.517
H 1.303 1.309 8.413
H 1.980 -0.635 10.011
H 0.918 -1.659 9.083
H -0.858 -0.422 9.892
C -2.545 2.769 -6.798
C -2.319 3.281 -5.308
O -3.500 3.119 -4.542
H -2.784 1.707 -6.854
H -1.565 2.942 -7.243
H -3.304 3.339 -7.333
H -2.015 4.328 -5.316
H -1.495 2.757 -4.825
H -3.922 3.948 -4.304
*
```